(1)
{
  "formula": "C4H3N3O3",
  "method": "ωB97M-V with the def2-TZVPD basis set",
  "lumo_ev": -0.636,
  "homo_lumo_gap_ev": 11.42,
  "mol_weight_g_mol": 141.09,
  "homo_energy_ev": -12.0524,
  "smiles": "N#CC[C@@](O)(C#N)[N+](=O)[O-]",
  "de_lowest_kcal_mol": 126.8,
  "charge": 0,
  "species": ["N", "C", "C", "C", "O", "C", "N", "N", "O", "O", "H", "H", "H"],
  "positions_angstrom": [[0.7438, -1.7573, -2.4481], [0.9495, -1.2818, -1.4653], [1.1180, -0.3543, -0.3815], [-0.2497, 0.1711, 0.0079], [-0.9529, 0.8508, -0.9941], [-1.0811, -1.0135, 0.6468], [-1.7126, -1.8201, 1.0929], [-0.1607, 1.1920, 1.2509], [0.7744, 1.0581, 1.9663], [-1.0519, 1.9786, 1.2917], [1.7652, 0.4031, -0.9605], [1.5710, -0.6145, 0.5707], [-1.7131, 1.1878, -0.5778]]
}

(2)
{
  "formula": "C5H16NO",
  "method": "ωB97M-V with the def2-TZVPD basis set",
  "lumo_ev": [-7.208, -15.307],
  "homo_lumo_gap_ev": [12.49, 3.54],
  "mol_weight_g_mol": 106.19,
  "multiplicity": 2,
  "homo_energy_ev": [-19.6930, -18.8489],
  "de_lowest_kcal_mol": 89.6,
  "charge": 2,
  "species": ["C", "C", "C", "C", "C", "N", "H", "H", "H", "H", "H", "H", "H", "H", "H", "H", "H", "H", "H", "H", "H", "H", "O"],
  "positions_angstrom": [[-0.1530, 1.1791, -2.0247], [0.2731, 0.6930, -0.6558], [-0.8327, 0.1893, 0.2460], [-0.6631, 0.1607, 1.8055], [0.2357, -1.0582, 2.0867], [1.0966, 1.8277, -0.0650], [-0.9148, 0.3823, -2.3304], [-0.8134, 2.0668, -2.3118], [0.7288, 1.0332, -2.7033], [0.9885, -0.0025, -0.8285], [-0.8437, -0.9966, -0.1032], [-1.7984, 0.6699, -0.0293], [-1.8055, 0.2392, 2.2407], [-0.2065, 1.1767, 2.1655], [-0.4080, -2.1585, 1.7016], [0.3865, -1.2449, 3.1914], [1.2577, -1.1186, 1.7436], [0.6062, 2.7900, -0.2778], [1.3291, 1.7747, 0.9641], [1.9073, 1.9648, -0.6227], [-0.1089, -3.4907, -0.6204], [-0.0671, -2.6543, -2.0344], [-0.1944, -3.4231, -1.5380]]
}

(3)
{
  "formula": "C4HLiO4Rh",
  "method": "ωB97M-V with the def2-TZVPD basis set",
  "lumo_ev": [-15.625, -18.821],
  "homo_lumo_gap_ev": [8.00, 4.80],
  "mol_weight_g_mol": 222.89,
  "multiplicity": 5,
  "homo_energy_ev": [-23.6217, -23.6165],
  "de_lowest_kcal_mol": 14.2,
  "charge": 3,
  "species": ["O", "C", "C", "C", "H", "Li", "O", "C", "O", "O", "Rh"],
  "positions_angstrom": [[-1.8481, -0.2017, -1.8273], [-2.2304, -0.9373, -2.5969], [1.4300, 0.7055, -0.1862], [1.4172, 0.5794, -1.3952], [1.4361, 0.7353, -2.4619], [-1.0099, 1.1561, -0.4895], [1.6052, -0.2274, 0.7921], [0.4827, -0.4856, 1.4842], [0.5578, -1.0930, 2.5594], [-0.5371, 0.2217, 1.1955], [-1.3035, -0.4528, 2.9258]]
}

(4)
{
  "formula": "C9H12F6N6ORuS2Sb",
  "method": "ωB97M-V with the def2-TZVPD basis set",
  "lumo_ev": [-5.999, -6.006],
  "homo_lumo_gap_ev": [5.73, 5.72],
  "mol_weight_g_mol": 621.19,
  "homo_energy_ev": [-11.7266, -11.7258],
  "de_lowest_kcal_mol": 17.3,
  "charge": 1,
  "species": ["Ru", "N", "C", "S", "N", "N", "C", "C", "C", "C", "C", "C", "C", "O", "H", "H", "H", "H", "H", "H", "H", "N", "N", "C", "N", "S", "H", "H", "H", "H", "H", "F", "Sb", "F", "F", "F", "F", "F"],
  "positions_angstrom": [[0.9928, 0.3532, -0.2775], [3.5132, -1.9864, 2.0868], [2.7495, -1.0168, 1.6186], [3.2645, -0.0901, 0.2429], [1.6203, -0.7333, 2.2921], [0.8173, 0.0704, 1.6519], [-0.2192, 0.5409, 2.3623], [-1.0878, 1.5310, 1.9302], [-2.1874, 1.8574, 2.7812], [-3.0487, 2.8552, 2.4670], [-2.8413, 3.6223, 1.2873], [-1.7994, 3.3670, 0.4524], [-0.8942, 2.3052, 0.7199], [0.0632, 2.1228, -0.1137], [4.2803, -2.3257, 1.5301], [3.1429, -2.5921, 2.8036], [-0.3335, 0.1374, 3.3634], [-2.3269, 1.2805, 3.6864], [-3.8859, 3.0758, 3.1135], [-3.5250, 4.4267, 1.0501], [-1.6285, 3.9542, -0.4393], [1.1734, 0.4906, -2.4371], [-0.0553, 0.6504, -3.1043], [-1.1935, 0.1591, -2.5788], [-2.2600, 0.1436, -3.3767], [-1.3086, -0.4265, -0.9972], [1.7850, 1.2540, -2.7096], [1.6047, -0.3976, -2.7085], [-0.0170, 0.8789, -4.0875], [-2.2219, 0.3778, -4.3552], [-3.1231, -0.2266, -3.0144], [1.1798, -1.7840, -0.6595], [1.2757, -3.8048, -0.7645], [1.4528, -3.4518, -2.6050], [-0.5903, -3.7200, -0.9269], [1.3576, -5.6551, -0.8463], [1.1393, -3.7183, 1.1188], [3.1352, -3.5250, -0.5561]]
}

(5)
{
  "formula": "C4H7NS",
  "method": "ωB97M-V with the def2-TZVPD basis set",
  "lumo_ev": 0.183,
  "homo_lumo_gap_ev": 8.49,
  "mol_weight_g_mol": 101.17,
  "homo_energy_ev": -8.3017,
  "smiles": "C=C(C)NC=S",
  "de_lowest_kcal_mol": 62.8,
  "charge": 0,
  "species": ["C", "C", "C", "N", "C", "S", "H", "H", "H", "H", "H", "H", "H"],
  "positions_angstrom": [[0.8431, -0.1958, 1.7585], [0.3192, -0.3080, 0.4429], [-0.4563, -1.2803, -0.2802], [0.4850, 0.8732, -0.2826], [-0.2970, 1.4357, -1.2739], [-1.4962, 1.1162, -2.4052], [0.6096, -1.1817, 2.3811], [1.3289, 0.5944, 2.3599], [-0.3774, -1.6306, -1.3364], [-0.3607, -2.3453, 0.1615], [-1.6559, -1.0335, -0.1835], [0.9831, 1.5753, 0.1575], [0.0746, 2.3804, -1.4998]]
}

(6)
{
  "formula": "C32H21BrN3NdO2S2",
  "method": "ωB97M-V with the def2-TZVPD basis set",
  "lumo_ev": [-0.497, -0.488],
  "homo_lumo_gap_ev": [6.40, 6.42],
  "mol_weight_g_mol": 767.82,
  "multiplicity": 4,
  "homo_energy_ev": [-6.9012, -6.9037],
  "charge": 0,
  "species": ["Nd", "O", "C", "O", "C", "C", "C", "C", "C", "C", "S", "H", "H", "H", "H", "S", "C", "C", "C", "C", "C", "C", "N", "C", "C", "C", "C", "C", "C", "C", "H", "H", "H", "H", "H", "H", "H", "H", "Br", "C", "C", "C", "C", "C", "C", "N", "C", "C", "C", "C", "C", "C", "N", "H", "H", "H", "H", "H", "H", "H", "H", "H"],
  "positions_angstrom": [[-16.3298, -13.0949, -5.3578], [-18.3225, -11.7957, -4.9470], [-18.1719, -11.4810, -6.1759], [-16.9518, -11.2812, -6.6328], [-19.2969, -11.4758, -7.1223], [-20.3297, -10.5408, -7.3348], [-21.3832, -10.7844, -8.1716], [-21.4716, -12.0388, -8.7387], [-20.4595, -12.9855, -8.5594], [-19.3445, -12.7638, -7.7275], [-18.2845, -14.1339, -7.5390], [-20.3034, -9.5518, -6.8351], [-22.1804, -9.9954, -8.2075], [-22.2508, -12.3184, -9.3834], [-20.5041, -13.9239, -9.0302], [-11.4183, -13.3747, -7.4626], [-12.4115, -14.6875, -7.8958], [-11.8772, -15.7606, -8.6420], [-12.5552, -16.9939, -8.7002], [-13.7617, -17.1404, -8.0224], [-14.3774, -16.0202, -7.4043], [-13.7557, -14.7832, -7.4005], [-14.2892, -13.7304, -6.5976], [-14.0287, -12.4450, -6.9109], [-14.0591, -10.3429, -7.8333], [-14.5850, -9.4065, -8.7089], [-14.8163, -8.1417, -8.1991], [-14.7197, -7.8853, -6.8336], [-14.3869, -8.9288, -5.9388], [-14.0730, -10.1736, -6.4476], [-10.8494, -15.6973, -9.0083], [-12.0899, -17.7645, -9.3485], [-14.1875, -18.1571, -7.9590], [-15.3347, -16.0457, -6.8669], [-14.8617, -9.6720, -9.7090], [-15.1636, -7.3211, -8.7966], [-15.0457, -6.8948, -6.4499], [-14.3570, -8.7606, -4.8774], [-11.4177, -11.7078, -12.2214], [-12.3288, -12.0062, -10.6847], [-11.5295, -11.8256, -9.5866], [-12.1443, -11.9007, -8.2519], [-13.7479, -11.8168, -8.2029], [-14.4050, -12.3988, -9.3944], [-13.7052, -12.5028, -10.5737], [-13.9493, -11.4400, -5.8379], [-13.4748, -11.6706, -4.5048], [-14.2664, -11.5743, -3.3747], [-13.6179, -11.0118, -2.2135], [-14.1411, -11.2958, -0.9374], [-15.4325, -11.8438, -0.8675], [-16.0717, -12.1989, -2.0585], [-15.4290, -12.2737, -3.2668], [-10.4179, -11.8645, -9.6207], [-11.7504, -11.1208, -7.6189], [-15.3954, -12.8210, -9.2599], [-14.1686, -13.0426, -11.3964], [-12.4398, -12.0601, -4.4299], [-12.6121, -10.4771, -2.2753], [-13.5164, -11.1519, -0.0635], [-15.9711, -11.9536, 0.0791], [-17.1264, -12.5580, -2.0584]]
}

(7)
{
  "formula": "C34H37N3O4",
  "method": "ωB97M-V with the def2-TZVPD basis set",
  "lumo_ev": -1.700,
  "homo_lumo_gap_ev": 4.53,
  "mol_weight_g_mol": 551.69,
  "homo_energy_ev": -6.2267,
  "de_lowest_kcal_mol": 0.8,
  "charge": 0,
  "species": ["C", "C", "O", "C", "C", "C", "C", "C", "C", "C", "C", "C", "N", "O", "H", "H", "H", "H", "H", "H", "H", "H", "H", "H", "C", "O", "C", "C", "C", "C", "C", "C", "C", "N", "C", "C", "C", "C", "C", "C", "C", "C", "C", "O", "N", "C", "C", "C", "C", "C", "C", "H", "H", "H", "H", "H", "H", "H", "H", "H", "H", "H", "H", "H", "H", "H", "H", "H", "H", "H", "H", "H", "H", "H", "H", "H", "H", "H"],
  "positions_angstrom": [[4.7085, -2.2773, 3.0477], [3.3586, -1.6702, 3.3411], [2.3952, -2.2945, 2.4502], [1.1473, -1.7483, 2.5421], [0.1317, -2.7124, 2.1025], [-1.2724, -2.5071, 2.3302], [-1.7803, -1.2705, 2.7960], [-3.1355, -1.1213, 3.0702], [-4.0291, -2.1719, 2.8358], [-3.5556, -3.3747, 2.3013], [-2.1954, -3.5532, 2.0603], [0.6531, -4.0048, 1.9861], [1.0935, -5.0942, 1.8941], [0.9642, -0.6040, 2.9454], [5.4449, -1.8982, 3.7644], [4.6884, -3.3703, 3.1382], [5.0521, -2.0099, 2.0418], [3.0492, -1.8879, 4.3734], [3.3554, -0.5861, 3.1757], [-1.0724, -0.4617, 2.9627], [-3.4859, -0.1757, 3.4828], [-5.0882, -2.0520, 3.0694], [-4.2459, -4.1913, 2.0873], [-1.8266, -4.5001, 1.6552], [-4.4461, -5.8402, -2.9066], [-3.1930, -6.0580, -2.2050], [-2.4179, -4.9786, -1.9302], [-1.1526, -5.2165, -1.3333], [-0.3398, -4.1545, -1.0345], [-0.8159, -2.8174, -1.0903], [-0.0445, -1.7276, -0.5620], [-0.1803, -0.4388, -1.0597], [0.6792, 0.6196, -0.7950], [0.5122, 1.8588, -1.2975], [1.4681, 2.9299, -1.0187], [1.6683, 3.1713, 0.4739], [2.5711, 4.3514, 0.7633], [2.0680, 5.4496, 1.4674], [2.8625, 6.5812, 1.6644], [4.1782, 6.6027, 1.1815], [4.6977, 5.4841, 0.5168], [3.8934, 4.3575, 0.3070], [0.8565, 4.1227, -1.7530], [1.3292, 5.2513, -1.8627], [-0.3213, 3.7014, -2.2987], [-1.1670, 4.6045, -3.0426], [-0.6275, 2.2868, -2.1299], [-0.6594, 1.5935, -3.5025], [-1.9706, 2.1314, -1.4031], [-2.0728, -2.6024, -1.7123], [-2.8310, -3.6520, -2.1907], [-4.8839, -6.8372, -2.9620], [-5.1092, -5.1589, -2.3509], [-4.2628, -5.4392, -3.9158], [-0.8609, -6.2454, -1.1296], [0.6878, -4.3286, -0.7167], [0.7741, -1.9398, 0.1315], [-0.9988, -0.2612, -1.7534], [1.5543, 0.4627, -0.1573], [2.4384, 2.6917, -1.4887], [0.6799, 3.3403, 0.9286], [2.0882, 2.2565, 0.9188], [1.0332, 5.4174, 1.8192], [2.4462, 7.4475, 2.1839], [4.7993, 7.4883, 1.3311], [5.7257, 5.4888, 0.1461], [4.2782, 3.4878, -0.2333], [-0.7394, 5.6083, -2.9891], [-1.2420, 4.2940, -4.0920], [-2.1761, 4.6148, -2.6153], [0.2387, 1.8670, -4.0711], [-0.6906, 0.5058, -3.4155], [-1.5504, 1.9214, -4.0520], [-1.9492, 2.7014, -0.4644], [-2.7765, 2.5040, -2.0474], [-2.1750, 1.0872, -1.1607], [-2.4732, -1.5932, -1.8093], [-3.7555, -3.4554, -2.7350]]
}

(8)
{
  "formula": "C3H5BrO",
  "method": "ωB97M-V with the def2-TZVPD basis set",
  "lumo_ev": 0.631,
  "homo_lumo_gap_ev": 10.82,
  "mol_weight_g_mol": 136.98,
  "homo_energy_ev": -10.1888,
  "de_lowest_kcal_mol": 6.2,
  "charge": 0,
  "species": ["C", "C", "C", "O", "Br", "H", "H", "H", "H", "H"],
  "positions_angstrom": [[0.4087, 1.6242, -0.3049], [-0.2481, -0.7244, 0.5234], [0.5833, 0.1490, -0.3660], [-0.4048, 2.1888, 0.3628], [2.4241, 0.0912, 0.0645], [1.1714, 2.1412, -1.0017], [0.3684, -1.4135, 1.2313], [-0.8578, -1.5214, -0.0372], [-0.9368, -0.2558, 1.2939], [0.4372, -0.2663, -1.4251]]
}